[1]
# C2H5BrO2P

A cluster of 2 separate species, C2H5BrO2P in total at a distorted geometry (wB97M-V/def2-TZVPD, OMol25).

ORCA input file:
```
! RIJCOSX wB97M-V def2-TZVPD def2/J DEFGRID3
* xyz -1 1
Br 3.88 0.02 0.59
P -1.53 -0.76 0.59
O -2.52 0.33 0.34
O -1.86 -2.17 0.67
C 0.14 0.85 -0.69
C 0.25 -0.30 0.23
H 0.91 -1.21 -0.14
H 1.12 1.05 -0.81
H -0.52 1.59 -0.29
H 0.49 0.12 1.18
H -0.35 0.49 -1.67
*
```

Summary:
Total energy (a.u.): -3145.1685
Kohn-Sham gap (eV): 6.6
ΔE to the lowest compared entry with this formula, charge and spin (kJ/mol): 169.13

These are the Löwdin partial charges, in e, on atoms 1 to 4:
1 Br -0.8012
2 P 0.6472
3 O -0.3375
4 O -0.3185

[2]
# C23H64O9

A cluster of 9 separate species, C23H64O9 in total at a distorted geometry (wB97M-V/def2-TZVPD, OMol25).

ORCA input file:
```
! RIJCOSX wB97M-V def2-TZVPD def2/J DEFGRID3
* xyz 0 1
O -3.17 1.51 5.62
O -0.16 4.65 0.35
O 4.12 -1.79 -3.27
O -3.09 1.08 0.23
O 5.65 -1.26 -0.93
O -0.38 1.90 0.49
O -2.12 1.05 -5.67
O 2.32 -4.74 1.85
O -1.18 -2.93 4.21
C -3.92 -0.79 -1.02
C -2.54 2.44 3.54
C -5.17 0.10 0.98
C 0.53 0.80 0.63
C -4.67 3.15 4.64
C 5.61 0.07 -0.41
C -3.82 -0.16 0.35
C 0.16 5.02 1.68
C 6.64 0.08 0.71
C 3.82 -1.15 -5.58
C 2.91 -2.76 0.53
C -1.89 1.92 -3.45
C 2.08 -4.05 0.62
C 0.59 -3.81 0.43
C 4.23 0.39 0.13
C 0.11 0.00 1.87
C 3.30 -1.01 -4.16
C -1.64 -0.52 -3.97
C -2.03 -1.80 4.42
C -1.38 0.90 -4.44
C 0.43 -0.04 -0.64
C 1.84 -1.45 -4.08
C -3.71 2.01 4.39
H 3.91 -2.97 0.87
H -3.72 1.81 0.16
H -5.75 0.80 0.37
H -1.28 1.55 0.35
H 1.53 1.20 0.76
H 0.34 6.10 1.70
H 5.09 -1.28 -1.72
H -1.01 -0.68 -3.09
H 0.07 -4.77 0.37
H 2.44 -4.77 -0.12
H -1.73 -3.71 4.06
H 1.94 -4.21 2.57
H 1.49 -1.43 -3.05
H -4.41 -1.77 -0.99
H -4.21 1.18 3.87
H -5.11 3.52 3.71
H -2.69 -0.58 -3.69
H -0.87 -0.43 1.66
H -3.90 1.16 6.14
H 3.59 -2.14 -6.00
H -0.49 -0.64 -0.65
H -2.73 -1.97 5.23
H -1.48 1.84 -2.44
H -1.62 2.95 -3.71
H -1.41 -1.22 -4.77
H -5.76 -0.82 0.99
H -4.52 -0.18 -1.70
H -5.07 0.47 2.00
H 6.39 -0.65 1.47
H 2.43 -2.02 1.16
H 5.91 0.77 -1.19
H 0.41 0.60 -1.52
H -1.99 1.94 -6.00
H -4.18 4.00 5.13
H 0.82 -0.80 2.08
H 3.42 0.03 -3.84
H 3.42 0.17 -0.57
H -1.38 -0.96 4.62
H 6.69 1.06 1.20
H 2.93 -2.43 -0.51
H 0.05 0.68 2.72
H 4.15 1.47 0.34
H -2.95 -1.00 -1.46
H -2.83 3.05 2.69
H -0.16 3.68 0.32
H -0.65 4.79 2.39
H 1.26 -0.75 -4.68
H 0.40 -3.22 -0.47
H 4.02 -0.08 1.10
H -2.98 1.88 -3.36
H -0.31 1.05 -4.65
H 7.62 -0.19 0.31
H 3.30 -0.46 -6.25
H -2.57 -1.54 3.50
H -3.24 -0.79 1.03
H 1.26 -0.75 -0.72
H 0.19 -3.31 1.32
H -1.85 3.05 4.14
H 4.88 -0.92 -5.65
H -1.97 1.60 3.15
H 1.05 4.49 2.04
H -5.51 2.88 5.28
H 4.15 -2.69 -3.60
H 1.73 -2.46 -4.47
*
```

Summary:
Total energy (a.u.): -1591.8232
Kohn-Sham gap (eV): 9.9
ΔE to the lowest compared entry with this formula, charge and spin (kJ/mol): 20.30

These are the Löwdin partial charges, in e, on atoms 1 to 4:
1 O -0.0500
2 O -0.1427
3 O -0.0709
4 O -0.0724

[3]
# C33H44N2O13

A cluster of 7 separate species, C33H44N2O13 in total at a distorted geometry (wB97M-V/def2-TZVPD, OMol25).

ORCA input file:
```
! RIJCOSX wB97M-V def2-TZVPD def2/J DEFGRID3
* xyz 0 1
O -0.62 -3.40 1.57
O -0.18 0.85 -4.03
O -3.44 -5.42 -4.74
O 7.68 -1.17 1.69
O -10.41 4.02 2.33
O 8.03 -0.79 3.92
O -1.70 -3.95 -4.83
O -8.66 5.49 2.24
O -1.55 -0.20 -2.53
O 3.84 2.36 2.87
O 0.75 -2.35 0.07
O 3.30 1.28 4.81
O 0.65 1.32 0.76
N -4.12 6.97 -0.37
N -5.11 3.03 -0.73
C -2.75 3.75 0.89
C 0.48 -1.26 -3.05
C 8.05 -1.54 2.96
C -7.86 6.05 1.20
C 0.51 -3.29 0.81
C -1.95 2.36 1.12
C -9.29 4.46 0.23
C 5.34 0.72 3.64
C -2.33 -4.98 -6.84
C 1.41 -4.46 1.05
C -4.13 3.40 0.03
C -7.91 5.05 0.08
C -0.45 -2.26 -2.41
C 4.88 2.23 1.90
C 7.72 -2.32 0.85
C -1.45 -1.37 -1.71
C 0.95 2.78 1.45
C -3.22 4.34 2.36
C -3.11 6.15 -0.15
C 6.03 1.59 2.63
C -2.57 -4.85 -5.37
C -9.53 4.59 1.70
C 8.43 -2.99 2.99
C -0.95 -4.39 -6.99
C 8.66 -3.28 1.53
C -3.64 4.84 3.63
C -0.89 -3.39 -5.87
C -0.52 -4.57 2.39
C -0.35 2.45 0.35
C -1.97 4.95 0.11
C -0.42 -0.09 -3.29
C 0.48 -5.46 1.70
C 4.06 1.46 3.88
H -8.27 7.02 0.91
H -7.73 5.49 -0.91
H -0.77 -3.95 -7.97
H 0.89 -1.65 -3.99
H -2.43 -1.84 -1.63
H -3.08 -4.40 -7.38
H 6.71 1.05 1.96
H -6.83 6.20 1.56
H 8.47 -4.33 1.26
H -0.20 -5.18 -6.83
H 9.69 -3.05 1.26
H -0.95 -2.85 -3.18
H 2.05 2.68 1.02
H -1.50 -5.04 2.48
H 0.13 -3.25 -5.51
H -2.36 -6.03 -7.15
H -7.16 4.26 0.24
H -1.31 -2.42 -6.15
H 1.82 -4.85 0.11
H -9.32 3.41 -0.08
H 0.92 2.20 2.49
H 8.08 -2.03 -0.15
H -2.45 1.39 0.70
H -0.28 2.95 -0.80
H 5.14 3.22 1.50
H 6.61 2.36 3.14
H 7.60 -3.57 3.40
H 0.98 -6.15 2.38
H 5.92 0.63 4.56
H 6.71 -2.72 0.75
H 2.21 -4.16 1.73
H 9.34 -3.14 3.57
H 4.51 1.61 1.08
H -1.67 4.61 -0.99
H -1.63 2.29 2.24
H -10.05 5.04 -0.31
H 1.29 -0.96 -2.38
H -1.11 -1.07 -0.72
H -0.03 -6.05 0.92
H 5.11 -0.27 3.23
H -1.09 5.45 0.69
H -3.93 5.60 4.48
H 0.05 -2.95 -1.73
H -0.19 -4.26 3.39
*
```

Summary:
Total energy (a.u.): -2371.0083
Kohn-Sham gap (eV): 9.5
ΔE to the lowest compared entry with this formula, charge and spin (kJ/mol): 721.71

These are the Löwdin partial charges, in e, on atoms 1 to 4:
1 O 0.0397
2 O 0.0847
3 O 0.1072
4 O 0.0087

[4]
# C28H49ClN7O4

A cluster of 8 separate species, C28H49ClN7O4 in total at a distorted geometry (wB97M-V/def2-TZVPD, OMol25).

ORCA input file:
```
! RIJCOSX wB97M-V def2-TZVPD def2/J DEFGRID3
* xyz -1 1
Cl 0.63 0.42 1.24
O -0.03 -0.82 0.98
O 0.02 1.06 2.34
O 0.67 1.30 0.12
O 1.96 0.07 1.60
N 6.32 2.23 -5.21
N 4.82 5.57 3.65
N -4.37 -3.50 -5.77
N -7.88 -4.00 6.38
N 2.96 -1.32 7.63
N -6.08 9.44 1.04
N 4.88 -6.39 -2.74
C 2.69 -2.43 7.46
C -6.44 -0.65 5.21
C 5.21 5.67 2.56
C -4.95 6.23 -0.73
C 2.34 -6.29 -3.24
C -7.18 -3.19 6.72
C 5.72 1.25 -5.39
C -4.22 7.42 -1.34
C 2.30 -3.86 7.36
C 6.75 6.92 1.01
C 4.49 -4.97 6.54
C 3.59 0.38 -6.44
C 3.04 -4.60 6.23
C -5.10 -3.93 -3.26
C 3.76 -6.36 -2.93
C -6.06 -1.57 -3.20
C 2.02 -7.13 -4.48
C -5.61 9.16 0.02
C -6.17 -2.18 7.19
C 6.36 8.27 1.66
C -6.26 -3.05 -2.83
C -4.68 -3.67 -4.66
C -5.05 8.76 -1.28
C 2.82 -6.84 -5.77
C -5.47 -1.32 6.15
C 5.74 5.80 1.23
C 3.96 1.06 -7.75
C 4.92 0.04 -5.66
H 4.31 2.06 -7.52
H 2.58 -5.58 6.12
H 2.57 -4.31 8.32
H 3.90 -6.86 -5.61
H 6.27 4.90 0.93
H -5.85 0.08 4.67
H 2.96 1.00 -5.80
H 1.23 -3.83 7.19
H 2.05 -5.25 -3.40
H 4.57 -5.68 7.36
H 2.63 -7.52 -6.59
H 2.68 -5.82 -6.13
H -4.74 -1.85 5.53
H 2.88 -4.15 5.25
H -3.36 7.59 -0.71
H -7.21 -0.11 5.77
H -7.17 -3.45 -3.27
H -6.38 -3.20 -1.75
H 4.95 -5.41 5.66
H -5.87 8.63 -1.99
H 3.19 1.10 -8.53
H -5.50 -2.64 7.92
H 4.64 -0.37 -4.70
H 5.34 8.59 1.43
H 3.11 -0.60 -6.47
H -5.40 -4.98 -3.20
H 7.09 9.06 1.46
H -4.56 9.66 -1.66
H -6.78 -1.33 4.43
H 2.17 -8.18 -4.23
H -6.35 -1.30 -4.21
H 7.72 6.66 1.44
H 5.58 -0.66 -6.18
H 4.93 5.89 0.51
H 4.81 0.55 -8.20
H -6.77 -1.51 7.79
H 1.76 -6.65 -2.38
H -5.91 6.16 -1.25
H -6.53 -0.93 -2.45
H 0.96 -6.97 -4.68
H -4.99 -1.36 -3.10
H -4.24 -3.79 -2.60
H -5.14 6.36 0.33
H 7.01 7.06 -0.04
H -3.89 7.15 -2.35
H -4.91 -0.53 6.64
H -4.41 5.29 -0.83
H 5.11 -4.08 6.67
H 6.51 8.08 2.72
*
```

Summary:
Total energy (a.u.): -2240.4460
Kohn-Sham gap (eV): 7.5
ΔE to the lowest compared entry with this formula, charge and spin (kJ/mol): 184.60

These are the Löwdin partial charges, in e, on atoms 1 to 4:
1 Cl 0.5575
2 O -0.3977
3 O -0.3803
4 O -0.3840